C29H39BBrFeN5O6 | the ωB97M-V functional and the def2-TZVPD basis

The geometry in ORCA input format:
```
! RIJCOSX wB97M-V def2-TZVPD def2/J DEFGRID3
* xyz 0 5
Fe 0.878 1.626 -0.816
C 3.480 2.505 -0.153
O 2.945 1.413 -0.913
C 3.634 0.263 -0.956
C 4.999 0.158 -0.850
C 5.570 -1.097 -0.967
Br 7.454 -1.246 -0.867
C 4.804 -2.231 -1.140
C 3.415 -2.122 -1.203
C 2.853 -0.869 -1.153
O 1.516 -0.610 -1.272
C 2.622 -3.386 -1.287
N 3.127 -4.518 -1.650
C 2.100 -5.450 -1.522
C 2.111 -6.825 -1.759
C 0.953 -7.536 -1.503
C -0.206 -6.897 -1.023
C -0.233 -5.537 -0.794
C 0.944 -4.832 -1.056
N 1.296 -3.494 -0.939
H 3.782 2.168 0.838
H 2.672 3.224 -0.071
H 4.327 2.961 -0.664
H 5.624 1.032 -0.701
H 5.245 -3.219 -1.200
H 1.104 -1.241 -1.875
H 3.009 -7.309 -2.129
H 0.935 -8.607 -1.666
H -1.097 -7.486 -0.829
H -1.127 -5.051 -0.430
H 0.776 -2.805 -0.419
C 0.461 5.990 -1.868
C 0.326 4.541 -1.474
N 1.282 3.637 -1.677
O 2.376 4.187 -2.388
C -0.848 4.066 -0.851
C -1.894 5.009 -0.316
N -0.952 2.729 -0.777
O -1.926 2.366 0.213
H 1.297 6.123 -2.548
H 0.637 6.627 -0.994
H -0.448 6.349 -2.356
H 2.884 3.402 -2.576
H -1.435 5.839 0.227
H -2.563 4.478 0.360
H -2.503 5.439 -1.122
C -0.730 0.477 3.771
C 0.364 1.552 3.678
C -0.201 2.927 4.072
C 1.559 1.186 4.576
C 0.829 1.617 2.272
N 1.101 1.686 1.163
H -1.107 0.440 4.797
H -0.334 -0.510 3.509
H -1.560 0.705 3.095
H -0.501 2.903 5.123
H -1.074 3.177 3.461
H 0.548 3.714 3.940
H 1.229 1.141 5.619
H 2.351 1.935 4.494
H 1.973 0.212 4.298
C -5.211 0.236 -1.318
C -3.820 -0.348 -1.115
C -3.554 -1.451 -2.119
O -2.869 0.714 -1.314
B -2.616 1.247 -0.068
O -3.179 0.496 0.965
C -3.573 -0.750 0.368
C -4.781 -1.298 1.085
C -2.388 -1.693 0.519
H -5.265 0.670 -2.319
H -5.413 1.028 -0.589
H -5.981 -0.537 -1.226
H -3.853 -1.119 -3.115
H -4.138 -2.346 -1.865
H -2.494 -1.716 -2.153
H -5.572 -0.550 1.136
H -4.504 -1.571 2.107
H -5.165 -2.190 0.578
H -1.520 -1.287 -0.014
H -2.619 -2.681 0.124
H -2.138 -1.775 1.584
*
```

Properties
Expectation value of S²: 6.053
Highest occupied orbital energy (spin up / spin down) in eV: -4.852 / -5.300
Frontier orbital gap (spin up / spin down) in eV: 4.95 / 5.40

Löwdin population analysis, charges in e, atoms 1 to 8:
1. Fe 0.47
2. C -0.07
3. O -0.17
4. C -0.22
5. C -0.04
6. C -0.67
7. Br 0.75
8. C -0.07